The molecule C5H6N2O. Source: the OMol25 dataset; level of theory: ωB97M-V with the def2-TZVPD basis set.

XYZ file:
```
14
Properties=species:S:1:pos:R:3:nbo_charge:R:1
H -3.5029 0.7833 -0.0397 0.3354
N -2.7218 0.1075 0.0573 -0.6403
C -1.6143 0.6774 0.0541 0.1319
C -0.3894 -0.0648 0.0095 -0.2833
C -0.0813 -1.4714 -0.0281 -0.2329
C 1.2699 -1.5724 0.0005 -0.1094
N 1.8339 -0.2839 0.0411 -0.5232
C 0.9079 0.6502 0.0280 0.4867
O 1.2337 1.9452 -0.0080 -0.6381
H -1.3376 1.7893 0.0898 0.1078
H -0.8301 -2.3842 -0.0221 0.2530
H 1.9280 -2.3771 0.1877 0.2102
H 2.8332 -0.1412 -0.0540 0.4178
H 0.4710 2.3421 -0.3160 0.4845
```

As for the HOMO energy: -7.79 eV. The spin multiplicity is 1. The HOMO-LUMO gap comes out at 8.43 eV. The molar mass comes out at 110.116 g/mol. The SMILES is [H]/N=C/c1cc[nH]c1O. The energy is -10308.520 eV. For the LUMO energy, the calculation gives 0.638 eV. The calculation puts the relative energy (zero: lowest compared OMol25 entry of this formula, charge and spin) at 25.00 kcal per mole.

The molecule C4H12N2S2. Source: the OMol25 dataset; level of theory: ωB97M-V with the def2-TZVPD basis set.

XYZ file:
```
20
Properties=species:S:1:pos:R:3:nbo_charge:R:1
C 1.6575 1.2592 -1.9619 -0.4120
N 0.6482 1.3431 -0.9058 -0.6556
C 0.9834 0.5910 0.3118 -0.2193
C -0.3562 0.2712 1.0604 -0.0472
N -0.0289 -0.7065 2.0853 -0.8745
C -1.3423 -0.3366 -0.0258 -0.5694
S -2.7006 -1.1819 0.7602 0.0982
S -2.8065 -3.1960 0.0257 -0.1471
H 1.1705 1.5142 -2.9007 0.2008
H 2.6089 1.7899 -1.7885 0.1677
H 1.9773 0.2123 -2.0689 0.1883
H 0.4027 2.3079 -0.7597 0.3598
H 1.6328 1.2352 0.9252 0.1761
H 1.4838 -0.3513 0.1503 0.2044
H -0.8191 1.1716 1.4407 0.1783
H -0.4885 -1.5974 1.9933 0.3726
H -0.0445 -0.4295 3.0474 0.3742
H -0.7094 -0.9215 -0.6869 0.2367
H -1.7514 0.5294 -0.5438 0.2418
H -1.5176 -3.5043 -0.1583 0.1260
```

As for the HOMO energy: -8.20 eV. The spin multiplicity is 1. The HOMO-LUMO gap comes out at 8.55 eV. The molar mass comes out at 152.288 g/mol. The SMILES is CNC[C@H](N)CSS. The energy is -28992.282 eV. For the LUMO energy, the calculation gives 0.348 eV. The calculation puts the relative energy (zero: lowest compared OMol25 entry of this formula, charge and spin) at 24.62 kcal per mole.

A structure of composition C2H7N3P3. Source: the OMol25 dataset; level of theory: ωB97M-V with the def2-TZVPD basis set.

XYZ file:
```
15
Properties=species:S:1:pos:R:3:nbo_charge:R:1
C -1.5224 -0.4786 0.6575 0.2862
C -2.9946 -0.5740 0.2632 -0.6823
N 3.2936 -0.4783 -0.3231 -1.3212
N -0.7967 0.2007 -0.1347 -0.8079
N 1.7655 1.4425 0.3809 -1.2542
P 3.6787 -1.2051 -1.6128 1.0911
P 3.1741 0.7004 0.7374 1.4138
P 0.1346 1.0520 -1.0908 1.0370
H -3.1028 -1.6120 0.0023 0.2515
H -3.2730 0.1866 -0.5063 0.2453
H -3.7112 -0.5128 1.1017 0.2521
H 1.5578 2.3295 0.8971 0.4205
H 3.2124 -2.5324 -1.3103 -0.0872
H -1.2199 -0.8905 1.4897 0.1851
H -0.1962 2.3721 -0.5516 -0.0296
```

As for the HOMO energy: -13.33 eV. The spin multiplicity is 1. The HOMO-LUMO gap comes out at 8.29 eV. The molar mass comes out at 166.021 g/mol. The energy is -34515.277 eV. For the LUMO energy, the calculation gives -5.049 eV. The calculation puts the relative energy (zero: lowest compared OMol25 entry of this formula, charge and spin) at 33.11 kcal per mole. As for the net charge: +1.